(1)
The following is a DFT calculation (the ωB97M-V functional and the def2-TZVPD basis) of a structure of composition C14H46BaF3O12.

Output
net charge: +2
HOMO-LUMO gap (alpha / beta): 7.0 / 3.0 eV
HOMO level (alpha / beta): -13.811 / -13.810 eV
E: -48659.5007 eV
⟨S²⟩: 0.756
multiplicity: 2
lowest unoccupied orbital energy (alpha / beta): -6.76 / -10.80 eV

Last column: Mulliken spin population.
Geometry (Å):
Ba  -2.31049  -0.08090  -2.86030  0.0023
C  -0.41127  1.19755  -0.18601  0.0006
O  -0.02199  -0.13761  -0.64752  0.0407
O  -1.54731  1.64184  -0.90705  0.7600
C  -0.36720  1.33453  1.43811  0.0527
F  -0.88176  0.35025  2.16187  0.0103
F  0.89784  1.35661  1.86291  0.0088
F  -1.00509  2.42885  1.86052  0.0068
C  1.24125  -0.61335  -0.21915  0.0268
C  1.36044  -1.89354  -0.98012  -0.0003
H  2.32757  -2.32798  -0.72708  0.0005
H  0.63378  -2.67562  -0.76008  0.0006
H  1.46197  -1.74238  -2.05480  0.0005
H  1.13073  -0.87797  0.83245  -0.0004
H  2.06174  0.04144  -0.51267  -0.0116
H  0.35362  1.87572  -0.56436  0.0301
C  -2.54097  -2.92739  -0.06821  -0.0009
O  -2.95864  -2.04785  -1.03868  0.0005
H  -3.33245  -3.25345  0.60659  -0.0001
H  -2.07255  -3.84939  -0.41259  0.0000
H  -1.76955  -2.40368  0.49635  -0.0001
H  -3.77828  -2.38471  -1.40791  0.0001
C  3.20629  -3.54538  2.39322  0.0000
O  2.10875  -4.33347  2.89295  0.0000
H  3.85113  -4.21543  1.82461  0.0000
H  2.86629  -2.70502  1.78801  0.0000
H  3.88055  -3.20553  3.17933  0.0000
H  2.43519  -4.85084  3.63279  0.0000
C  0.92789  1.33560  -3.85755  0.0010
O  -0.28854  1.09107  -4.56579  0.0002
H  1.09684  0.59775  -3.07324  0.0007
H  1.73570  1.34113  -4.58933  -0.0001
H  0.88712  2.32290  -3.39744  -0.0008
H  -0.43071  1.74575  -5.25338  0.0000
C  -0.93686  -3.15258  -3.65183  0.0000
O  -0.40798  -1.83270  -3.66335  0.0004
H  -1.12927  -3.48153  -4.67304  0.0000
H  -0.26436  -3.79380  -3.08203  0.0000
H  -1.88085  -3.24772  -3.11523  -0.0001
H  0.32086  -1.87282  -4.28687  -0.0001
C  2.10648  -0.64675  4.46582  -0.0002
O  2.12536  0.09907  5.67255  0.0000
H  1.36981  -1.43857  4.60164  0.0000
H  1.96325  -0.02390  3.58285  0.0002
H  3.06850  -1.11497  4.25752  0.0000
H  1.98178  -0.49849  6.41005  0.0000
C  -3.76036  2.49129  3.49995  0.0012
O  -4.88394  1.69713  3.71516  0.0002
H  -2.88408  1.89248  3.74824  -0.0001
H  -3.79609  2.73886  2.43903  -0.0013
H  -3.80729  3.36979  4.14348  0.0000
H  -5.65059  2.23075  3.49357  0.0000
C  1.22493  -5.83800  -0.18377  0.0000
O  0.42319  -5.66490  0.94627  0.0000
H  2.11494  -6.42492  0.04314  0.0000
H  0.80259  -6.43213  -0.99416  0.0000
H  1.58820  -4.92742  -0.66019  0.0000
H  0.86855  -5.08750  1.57065  0.0000
C  -0.13474  5.17077  -0.67507  0.0004
O  -0.15876  4.44148  -1.91882  0.0190
H  0.21828  6.19260  -0.81408  0.0016
H  -1.07194  5.35353  -0.14939  0.0040
H  0.54348  4.65415  0.00406  0.0007
H  -0.52357  3.56317  -1.78816  -0.0023
C  -3.74826  4.15315  -1.41901  0.0024
O  -3.18826  4.01422  -0.15419  0.0359
H  -2.89256  4.15752  -2.09418  0.0014
H  -4.40442  3.29764  -1.57914  0.0021
H  -4.33312  5.06891  -1.50509  0.0003
H  -2.70371  3.18836  -0.22321  0.0006
C  3.25219  3.13261  -0.22774  0.0058
O  4.55510  3.46196  -0.64856  0.0010
H  2.55641  3.59336  -0.92896  -0.0013
H  3.14718  2.04769  -0.22239  -0.0007
H  3.07922  3.50811  0.78081  -0.0001
H  4.50284  3.37063  -1.60278  0.0003

---

(2)
The following is a DFT calculation (the ωB97M-V functional and the def2-TZVPD basis) of a cluster of 10 separate species, C14H48N4O10 in total.

Output
net charge: 0
HOMO-LUMO gap: 8.5 eV
HOMO level: -8.999 eV
E: -41727.9823 eV
multiplicity: 1
energy above the lowest of the compared OMol25 structures with the same formula, charge and spin: 559.3 kJ/mol
lowest unoccupied orbital energy: -0.52 eV
SMILES string: NC(N)=O.NC(N)=O.CCO.CCO.CCO.CCO.CO.CO.CO.CO

Last column: Mulliken charge in e.
Geometry (Å):
N  0.61153  2.09934  3.08513  -0.3509
C  -0.59647  1.85534  2.66813  0.5892
N  -1.41647  2.81234  2.39313  -0.5538
O  -0.98647  0.58534  2.48313  -0.7048
H  1.21153  1.23734  3.17713  0.1713
H  1.00753  3.04534  3.27213  0.1630
H  -2.36647  2.49234  2.16013  0.3145
H  -1.26847  3.84934  2.38813  0.2171
N  3.53153  2.13434  2.05613  -0.3696
C  2.96153  2.91334  1.17913  0.2867
N  3.34053  4.16134  1.39313  -0.4475
O  2.02253  2.49534  0.18313  -0.4609
H  3.14653  1.18334  2.14813  0.1989
H  4.10353  2.44034  2.85713  0.2068
H  3.16753  4.85034  0.62013  0.3181
H  4.15553  4.39434  2.05013  0.1861
C  -1.79847  -5.17366  -1.04287  -1.5966
C  -1.80547  -3.67566  -1.04887  0.9320
O  -3.14047  -3.22966  -0.96887  -0.6314
H  -2.23047  -5.54966  -0.16687  0.3900
H  -0.77147  -5.56766  -1.23987  0.3327
H  -2.49947  -5.48166  -1.78787  0.4134
H  -1.29847  -3.22666  -1.94287  0.1391
H  -1.29247  -3.34766  -0.12287  -0.3096
H  -3.17947  -2.25966  -1.03987  0.2564
C  3.15553  -0.74966  -0.00587  -0.2235
C  3.44553  -1.52866  -1.29487  -0.5096
O  4.73353  -1.15066  -1.78187  -0.5437
H  3.79853  -0.99866  0.88713  0.4403
H  2.16753  -0.95266  0.42413  -0.1457
H  3.23753  0.29234  -0.24387  0.0766
H  2.71653  -1.23566  -2.07287  0.1914
H  3.33553  -2.59566  -1.06387  0.4103
H  5.33653  -1.43366  -1.10387  0.3226
C  -3.55747  -1.44166  1.82613  -0.3260
C  -4.74047  -2.02866  2.63913  -0.5487
O  -5.88447  -1.19966  2.46913  -0.5377
H  -3.71347  -1.13066  0.78813  0.0906
H  -2.71847  -2.05366  1.78013  0.2310
H  -3.31947  -0.49666  2.25713  0.2184
H  -4.49547  -2.32266  3.70913  0.2284
H  -5.11447  -2.95766  2.17813  0.3246
H  -6.67047  -1.71066  2.34813  0.3089
C  4.07453  3.44634  -2.49887  -0.8837
C  3.38553  2.12834  -2.80987  0.1602
O  2.03553  2.14934  -2.50287  -0.4650
H  3.56853  4.24534  -3.06287  0.3049
H  5.14853  3.48134  -2.68887  0.3909
H  3.90153  3.74134  -1.45087  -0.0616
H  3.90353  1.37734  -2.20387  -0.0870
H  3.38453  1.82734  -3.86287  0.3527
H  2.03753  2.14634  -1.53187  0.2319
C  1.01353  -2.76366  1.69013  -0.4241
O  -0.06147  -3.51566  2.08013  -0.5290
H  1.21953  -2.91366  0.65113  0.1747
H  1.92253  -2.97466  2.21113  0.3970
H  0.74553  -1.69866  1.87413  0.0555
H  -0.16947  -3.47066  3.03213  0.3174
C  -3.54347  -0.29766  -3.05187  -0.6263
O  -3.77147  -0.38366  -1.67187  -0.6198
H  -4.39847  -0.52066  -3.67787  0.3066
H  -2.65247  -0.85466  -3.35787  0.1826
H  -3.29247  0.70734  -3.29387  0.3146
H  -3.00747  -0.07066  -1.13587  0.2355
C  -1.46647  2.81934  -1.27887  -0.2336
O  -2.09247  3.27134  -0.11787  -0.6517
H  -1.51947  3.63134  -1.94287  0.4646
H  -2.00847  1.95834  -1.68487  0.0572
H  -0.38747  2.51934  -1.24987  0.0083
H  -1.69947  2.88734  0.63813  0.5030
C  -0.25747  -0.42366  -1.26987  0.1036
O  -1.35747  -0.16166  -0.36087  0.5938
H  -0.04647  -1.51066  -1.27087  0.0013
H  0.63653  0.13734  -0.92787  -0.3496
H  -0.54147  -0.07266  -2.30187  0.3248
H  -1.02547  -0.18466  0.53813  -0.2484